Computed, not measured: C31H55BrNP3Pt as an isolated structure in a non-equilibrium geometry, with the ωB97M-V functional and the def2-TZVPD basis.

Properties
Gap between HOMO and LUMO (alpha / beta), Ha: 0.2390 / 0.1421
Strongest force on any atom, Eh/bohr: 0.0878
Multiplicity: 5
<S²>: 6.047
LUMO energy (alpha / beta), eV: -12.5 / -15.1
Net charge: +4
Relative energy (zero: lowest compared OMol25 entry of this formula, charge and spin), kcal/mol: 16.1

The geometry in XYZ format:
```
92
Properties=species:S:1:pos:R:3:forces:R:3
Pt -0.969 -0.041 -1.769 -0.2 -1.0 -0.5
Br 2.568 0.774 1.679 -1.0 -2.1 0.0
P -0.872 1.171 2.800 -0.9 0.1 4.4
P 3.343 -0.332 -0.157 3.3 -0.1 2.2
P -1.203 -2.188 -1.400 -0.7 -3.5 0.7
N -5.541 2.707 -3.525 -0.1 -0.2 -0.1
C -0.107 -3.260 -2.360 0.5 -0.2 0.3
C -2.557 1.731 3.324 -0.3 0.5 -1.5
C 5.678 0.839 -1.335 0.2 0.9 -0.6
C -0.969 -3.854 0.882 0.1 -0.2 0.2
C 0.687 2.982 -0.315 1.0 0.2 1.5
C -3.684 1.059 2.544 -0.4 -0.1 0.0
C 2.989 2.419 -1.751 -0.2 -0.3 -0.9
C -5.308 3.253 -2.333 0.7 0.0 0.5
C 1.752 2.284 -2.370 1.2 0.2 0.0
C -1.916 1.724 -1.406 -0.4 3.5 -1.1
C 4.018 -1.874 0.572 -0.3 -0.1 0.4
C 1.960 3.106 0.280 -2.2 0.4 0.0
C -3.471 1.498 -3.364 -0.7 -0.1 -0.9
C -0.673 1.876 -2.195 0.3 4.0 0.7
C -0.676 -0.453 3.682 0.7 -0.7 -1.4
C 2.604 -0.922 -1.681 -1.6 0.7 -0.4
C 4.737 0.859 -0.166 1.5 -2.9 -1.2
C -2.845 -2.898 -1.788 0.1 0.2 -0.1
C -4.161 2.964 -1.576 -0.1 -0.3 -0.2
C 0.164 2.327 3.814 0.8 0.6 -1.6
C -4.672 1.839 -4.027 0.9 -0.2 0.3
C -0.915 -2.407 0.398 0.1 -0.2 0.0
C -0.014 2.311 5.328 -0.4 -0.4 0.6
C -4.000 -2.140 -1.156 -0.4 0.0 0.1
C -1.513 -0.720 4.928 -0.6 0.3 0.5
C 3.581 -1.610 -2.646 0.7 -0.1 -0.1
C 3.075 2.546 -0.361 0.2 2.3 -1.7
C -0.291 -3.161 -3.880 0.0 -0.1 -0.3
C -3.216 2.051 -2.112 0.6 -0.3 0.8
C 4.820 -1.727 1.867 0.0 0.0 0.2
C 0.586 2.429 -1.597 -2.1 -1.2 -0.5
H 1.816 -1.623 -1.363 0.3 0.2 0.1
H 0.055 -1.943 0.636 -0.1 -0.1 -0.1
H 6.356 1.709 -1.259 -0.1 -0.4 0.0
H -0.216 3.250 0.255 0.6 0.1 -0.4
H 5.299 0.774 0.768 -0.5 0.1 0.3
H 2.082 -0.093 -2.177 0.2 -0.3 0.0
H -2.771 0.805 -3.840 -0.3 0.2 0.1
H -1.008 -3.909 -4.252 0.2 0.4 0.2
H 4.996 -2.728 2.284 0.0 0.3 -0.1
H 3.031 -1.976 -3.523 -0.1 0.1 0.3
H 3.127 -2.495 0.760 0.2 0.0 -0.1
H 4.628 -2.383 -0.197 -0.3 0.3 0.2
H -1.665 -1.785 0.909 0.0 -0.1 -0.2
H -0.919 -3.876 1.979 0.0 -0.1 -0.3
H -4.008 -1.086 -1.461 -0.1 -0.1 0.0
H -4.949 -2.590 -1.477 0.2 0.2 0.1
H 3.895 2.364 -2.351 -0.2 -0.3 0.2
H -4.905 1.402 -4.997 0.0 0.1 0.2
H 5.191 0.916 -2.318 0.2 -0.2 0.4
H 5.798 -1.261 1.714 -0.1 -0.1 -0.1
H -0.062 3.331 3.422 0.1 -0.2 0.1
H -1.059 2.463 5.624 0.3 0.0 0.0
H -1.298 -1.737 5.281 0.0 0.2 -0.2
H -0.628 -2.162 -4.200 0.1 -0.3 0.0
H -2.569 2.818 3.140 0.0 -0.3 0.1
H 0.570 3.137 5.756 -0.1 -0.1 -0.3
H -1.891 -4.365 0.575 0.2 0.2 0.1
H 4.270 -1.142 2.616 0.2 -0.3 -0.1
H 0.669 -3.368 -4.374 -0.4 0.0 0.1
H 1.207 2.105 3.543 -0.2 0.2 0.3
H -3.834 0.014 2.842 0.1 0.2 -0.1
H 0.397 -0.552 3.913 -0.2 0.1 -0.2
H -0.117 -4.428 0.499 -0.2 0.1 0.1
H 4.108 2.177 0.074 -1.0 1.2 -0.1
H 1.668 1.956 -3.402 0.1 0.3 0.0
H -0.900 -1.213 2.913 0.1 0.0 0.4
H 0.350 1.384 5.787 -0.1 0.2 -0.2
H -2.914 -2.889 -2.884 0.0 0.0 0.2
H -2.589 -0.662 4.729 0.3 -0.1 0.1
H -3.506 1.084 1.461 -0.1 0.0 0.1
H 2.047 3.599 1.252 0.1 -0.3 -0.2
H -4.623 1.591 2.735 0.2 -0.2 0.0
H -0.789 2.081 -3.271 0.2 -0.4 0.3
H -1.275 -0.040 5.754 -0.1 -0.2 -0.3
H 0.916 -2.990 -2.074 -0.1 -0.4 -0.1
H -6.053 3.955 -1.957 0.2 -0.1 -0.1
H 4.089 -2.473 -2.197 -0.2 0.3 -0.2
H 6.311 -0.064 -1.352 -0.2 0.2 0.2
H -2.673 1.570 4.406 0.4 -0.1 -0.3
H -4.010 3.470 -0.626 0.0 -0.2 -0.1
H -2.829 -3.952 -1.473 0.1 0.3 -0.1
H -3.973 -2.179 -0.059 0.0 0.0 -0.2
H -1.879 2.037 -0.351 -0.1 -0.5 -0.3
H 4.339 -0.910 -3.020 -0.2 -0.3 0.1
H -0.291 -4.283 -2.003 0.2 0.2 -0.1
```
Forces are in eV/Å.